# 1
Entry from the OMol25 dataset: 6 unconnected molecules or ions with the total composition C28H60BCl10N2O6 (ωB97M-V with the def2-TZVPD basis set).

Net charge: +1
HOMO-LUMO gap (eV): 9.12
Multiplicity: 1
LUMO (eV): -2.31

```
107
C28H60BCl10N2O6 ωB97M-V with the def2-TZVPD basis set
C 3.1217 6.5914 3.5560
C 2.6809 5.9694 2.2402
O 3.4866 4.8324 1.9793
C 2.9026 3.9518 1.0375
C 3.8641 2.7823 0.9514
O 3.2471 1.5625 0.5344
C 3.4456 1.1545 -0.8076
C 4.8243 0.4988 -0.9296
C 4.8977 -1.0235 -0.7040
N 4.5556 -1.4707 0.6427
N 2.3436 0.1540 -0.9492
C 0.9588 0.7438 -1.0406
C 0.8726 2.2707 -1.1973
C -0.3928 2.6198 -1.9993
C -1.4199 3.3059 -1.1108
C -2.7638 3.5964 -1.7991
C -3.8828 2.9423 -0.9981
C -3.7287 1.4170 -0.9886
O -3.3588 0.9775 -2.2937
C -2.7064 -0.2780 -2.3437
O 2.0057 2.9297 -1.7500
C 3.2301 2.2063 -1.8654
B 3.3215 1.6530 -3.3814
O 3.2379 0.2949 -3.6918
O 3.4723 2.5681 -4.3662
C 2.2650 3.0490 -5.0290
C 2.4364 2.9052 -6.5243
H 2.5346 6.2050 4.3866
H 4.1572 6.3183 3.7495
H 3.0592 7.6751 3.5294
H 1.6212 5.6987 2.2605
H 2.8021 6.7128 1.4450
H 1.9256 3.6215 1.4036
H 2.8014 4.4774 0.0845
H 4.7420 3.0382 0.3580
H 4.2275 2.6175 1.9650
H 5.4800 0.9475 -0.1860
H 5.2899 0.6978 -1.8972
H 5.9394 -1.2851 -0.8980
H 4.3257 -1.5702 -1.4567
H 3.6856 -1.9778 0.7044
H 4.5865 -0.7258 1.3236
H 2.5273 -0.4888 -1.7197
H 2.3825 -0.3962 -0.0869
H 0.4440 0.2259 -1.8456
H 0.4276 0.4709 -0.1319
H 0.7050 2.6826 -0.2009
H -0.1220 3.2273 -2.8625
H -0.8688 1.7181 -2.3844
H -1.6179 2.6141 -0.2884
H -0.9964 4.2031 -0.6549
H -2.9349 4.6744 -1.8004
H -2.7747 3.2711 -2.8348
H -3.8478 3.2777 0.0405
H -4.8658 3.2202 -1.3792
H -2.9458 1.1785 -0.2616
H -4.6667 0.9292 -0.7154
H -1.8083 -0.1830 -2.9609
H -3.3562 -1.0095 -2.8261
H -2.4378 -0.6423 -1.3533
H 4.0285 2.9482 -1.7905
H 4.0511 -0.2057 -3.5840
H 2.1890 4.1073 -4.7892
H 1.3861 2.5112 -4.6768
H 3.3949 3.3372 -6.8078
H 1.6597 3.4584 -7.0474
H 2.4588 1.8583 -6.8173
Cl -2.1883 1.2596 2.1182
C -1.3080 2.6441 2.8191
C -2.1467 3.4225 3.7985
Cl -3.4828 4.2873 3.0012
H -0.9716 3.2773 1.9996
H -0.4359 2.2336 3.3283
H -1.5297 4.1725 4.2910
H -2.5756 2.7710 4.5561
Cl -0.3434 -2.6108 0.9454
C -1.6412 -3.1269 2.0718
C -2.9849 -3.1365 1.3985
Cl -3.5024 -1.4737 1.0061
H -1.6248 -2.4510 2.9219
H -1.3814 -4.1286 2.4169
H -3.7377 -3.5680 2.0547
H -2.9614 -3.7093 0.4773
Cl 0.0811 -0.4966 4.3597
C -0.9718 -0.3347 5.7948
C -0.9893 -1.5766 6.6480
Cl -1.8022 -2.9470 5.8534
H -1.9680 -0.0742 5.4436
H -0.5777 0.4932 6.3821
H -1.5378 -1.3732 7.5658
H 0.0181 -1.8925 6.9057
Cl -3.9846 -6.6448 0.2858
C -2.6601 -7.7570 0.7222
C -2.5209 -7.9197 2.2113
Cl -1.9262 -6.4425 3.0319
H -1.7450 -7.3816 0.2715
H -2.8986 -8.7181 0.2724
H -1.7940 -8.7013 2.4232
H -3.4680 -8.1890 2.6706
Cl -2.5400 -8.0697 -2.8509
C -3.4175 -9.4377 -3.5874
C -4.4676 -10.0013 -2.6658
Cl -3.7526 -10.8238 -1.2531
H -2.6863 -10.1916 -3.8664
H -3.8916 -9.0592 -4.4910
H -5.0582 -10.7444 -3.1984
H -5.1317 -9.2234 -2.2981
```

Mulliken atomic charge list, values in e, 99 entries:
1. C -1.154
2. C -0.129
3. O -0.359
4. C 0.145
5. C -0.498
6. O -0.577
7. C 1.389
8. C -1.117
9. C -0.890
10. N -0.586
11. N 0.427
12. C -1.578
13. C 2.371
14. C -1.467
15. C 0.427
16. C -1.159
17. C -0.769
18. C 0.350
19. O -0.398
20. C -0.634
21. O -0.336
22. C -1.211
23. B 0.844
24. O -0.533
25. O -0.662
26. C 0.112
27. C -1.417
28. H 0.293
29. H 0.292
30. H 0.341
31. H 0.225
32. H 0.292
33. H -0.217
34. H 0.265
35. H 0.293
36. H 0.513
37. H 0.325
38. H 0.447
39. H 0.495
40. H 0.317
41. H 0.241
42. H 0.331
43. H 0.603
44. H 0.377
45. H 0.434
46. H 0.410
47. H -0.680
48. H 0.401
49. H 0.038
50. H -0.747
51. H 0.717
52. H 0.450
53. H 0.456
54. H 0.139
55. H 0.382
56. H -0.448
57. H 0.565
58. H 0.242
59. H 0.291
60. H 0.198
61. H 0.269
62. H 0.344
63. H 0.297
64. H 0.150
65. H 0.319
66. H 0.393
67. H 0.330
68. Cl 0.008
69. C -0.306
70. C -0.523
71. Cl -0.181
72. H 0.036
73. H 0.325
74. H 0.401
75. H 0.260
76. Cl -0.225
77. C 0.474
78. C -0.463
79. Cl -0.113
80. H -0.136
81. H -0.196
82. H 0.369
83. H 0.259
84. Cl -0.112
85. C -0.588
86. C -0.529
87. Cl -0.154
88. H 0.283
89. H 0.437
90. H 0.366
91. H 0.317
92. Cl -0.176
93. C -0.014
94. C -0.537
95. Cl -0.169
96. H 0.319
97. H -0.093
98. H 0.330
99. H 0.354



# 2
Entry from the OMol25 dataset: a molecular structure, C23H33CoN2O4S3 (ωB97M-V with the def2-TZVPD basis set).

Net charge: +2
HOMO-LUMO gap (alpha / beta) (eV): 10.21 / 7.08
ΔE to the lowest compared entry with this formula, charge and spin (kJ/mol): 0.0
Multiplicity: 5
LUMO (alpha / beta) (eV): -4.80 / -7.88

```
66
C23H33CoN2O4S3 ωB97M-V with the def2-TZVPD basis set
Co 0.4259 -0.7073 1.1067
O 0.8402 0.5132 -0.3787
S 0.9924 1.1807 -1.7424
C 0.6175 -0.1360 -2.9412
C -0.7471 -0.7863 -2.7126
C -0.7310 -2.3152 -2.8827
C -1.7034 -3.0270 -1.9510
S -1.2239 -3.1455 -0.1966
O -0.9367 -1.6795 0.2070
C 0.3374 -3.9841 -0.3077
C 0.3205 -5.3366 0.0033
C 1.5058 -6.0558 -0.0617
C 2.6885 -5.4154 -0.4018
C 2.6951 -4.0552 -0.6935
C 1.5129 -3.3346 -0.6582
C -0.4453 2.2108 -1.9415
C -1.5552 2.0618 -1.1267
C -2.6471 2.8941 -1.3284
C -2.6157 3.8538 -2.3315
C -1.4907 3.9951 -3.1359
C -0.3893 3.1768 -2.9389
H 1.4463 -0.8356 -2.8070
H 0.7424 0.3191 -3.9256
H -1.4862 -0.3338 -3.3736
H -1.0667 -0.5593 -1.6987
H 0.2709 -2.7150 -2.7200
H -0.9912 -2.5918 -3.9051
H -1.8469 -4.0753 -2.2265
H -2.6893 -2.5573 -1.9339
H -0.5984 -5.8218 0.3113
H 1.5048 -7.1117 0.1720
H 3.6130 -5.9762 -0.4360
H 3.6201 -3.5587 -0.9565
H 1.5222 -2.2799 -0.9084
H -1.5645 1.3008 -0.3546
H -3.5297 2.7873 -0.7113
H -3.4703 4.4984 -2.4878
H -1.4667 4.7505 -3.9094
H 0.4995 3.3016 -3.5477
C 2.9685 -2.7857 3.1436
C 1.9311 -2.0253 2.4061
O 0.7021 -2.2694 2.4811
O 2.2560 -1.0372 1.6268
H 2.7194 -3.8452 3.1298
H 2.9574 -2.4578 4.1853
H 3.9546 -2.6049 2.7256
C 0.6881 3.9019 1.0148
N 0.6768 2.7330 1.8988
C 2.0146 2.2296 2.2168
C -0.4394 2.1224 2.2723
S -0.4172 0.4504 2.8137
N -1.6092 2.7665 2.2881
C -2.8832 2.0469 2.3498
C -1.7251 4.1830 2.6606
H 1.4822 3.7501 0.2837
H 0.8995 4.8201 1.5614
H -0.2585 3.9878 0.4881
H 2.6253 3.0713 2.5413
H 2.4647 1.7815 1.3303
H 1.9722 1.4936 3.0123
H -2.8143 1.0918 1.8372
H -3.6369 2.6624 1.8612
H -3.1891 1.8776 3.3837
H -0.7761 4.5652 3.0196
H -2.4466 4.2519 3.4742
H -2.0772 4.7892 1.8263
```

What are the Mulliken partial charges on each atom? They are as follows, in elementary charge units:
1. Co 1.615
2. O 0.091
3. S -0.164
4. C -0.766
5. C 0.076
6. C -1.061
7. C -0.865
8. S -0.086
9. O -0.333
10. C 1.042
11. C -0.816
12. C -0.665
13. C -0.647
14. C -1.046
15. C -0.132
16. C 1.125
17. C 0.000
18. C -0.692
19. C -0.673
20. C -0.700
21. C -0.807
22. H 0.470
23. H 0.613
24. H 0.529
25. H -0.325
26. H 0.405
27. H 0.492
28. H 0.592
29. H 0.454
30. H 0.510
31. H 0.457
32. H 0.454
33. H 0.499
34. H 0.368
35. H -0.033
36. H 0.460
37. H 0.435
38. H 0.449
39. H 0.481
40. C -1.253
41. C 1.471
42. O -0.644
43. O -0.707
44. H 0.352
45. H 0.358
46. H 0.350
47. C -1.372
48. N 0.241
49. C -1.324
50. C 0.503
51. S -0.546
52. N 0.317
53. C -1.175
54. C -1.194
55. H 0.457
56. H 0.364
57. H 0.436
58. H 0.422
59. H 0.364
60. H 0.422
61. H 0.382
62. H 0.428
63. H 0.380
64. H 0.400
65. H 0.427
66. H 0.337



# 3
Entry from the OMol25 dataset: a single C5H6S molecule (ωB97M-V with the def2-TZVPD basis set).

HOMO-LUMO gap (eV): 9.26
ΔE to the lowest compared entry with this formula, charge and spin (kJ/mol): 270.8
SMILES: C1=C2C[C@@H]2SC1
Multiplicity: 1
LUMO (eV): 0.68

```
12
C5H6S ωB97M-V with the def2-TZVPD basis set
C -0.1261 -1.0823 -0.1839
C -0.7325 0.0137 0.1242
C 1.3723 -1.0668 0.1164
C -1.2318 1.2856 -0.3402
C 0.1505 1.1388 0.4702
S 1.8280 0.7693 -0.2071
H -0.5766 -2.0578 -0.6884
H 1.7445 -1.2699 1.2337
H 1.8695 -1.7991 -0.4660
H -1.3029 1.5697 -1.4539
H -1.9767 1.9277 0.1826
H 0.3549 1.5173 1.5079
```

What are the Mulliken partial charges on each atom? They are as follows, in elementary charge units:
1. C -0.263
2. C 0.208
3. C -0.623
4. C -0.486
5. C -0.312
6. S -0.180
7. H 0.254
8. H 0.240
9. H 0.393
10. H 0.212
11. H 0.221
12. H 0.336



# 4
Entry from the OMol25 dataset: 5 unconnected molecules or ions with the total composition C4H18O7 (ωB97M-V with the def2-TZVPD basis set).

HOMO-LUMO gap (eV): 11.03
ΔE to the lowest compared entry with this formula, charge and spin (kJ/mol): 247.0
SMILES: OCCO.OCCO.O.O.O
Multiplicity: 1
LUMO (eV): 0.41

```
29
C4H18O7 ωB97M-V with the def2-TZVPD basis set
O -2.0190 -17.9513 19.3469
H -2.3040 -17.4498 18.5715
H -2.8606 -17.9338 19.8205
O -1.2441 -19.9532 17.1543
H -0.7687 -19.6242 16.3444
H -1.2036 -19.3279 17.8726
O -1.3140 -15.5127 20.5401
H -1.7252 -14.7356 20.1198
H -1.5369 -16.3469 20.1216
C -5.2796 -16.8676 19.8343
C -5.4290 -18.1897 19.0050
O -6.3061 -17.9657 17.8893
O -4.3200 -17.0306 20.8362
H -6.2169 -16.5112 20.3258
H -4.9072 -16.0401 19.1819
H -5.7712 -19.0799 19.6094
H -4.5342 -18.5063 18.6276
H -6.5736 -18.8458 17.5242
H -4.1966 -16.2341 21.3448
C -0.4597 -15.7747 17.2796
C -1.7029 -16.1728 16.4060
O -2.8380 -16.4924 17.2132
O 0.6862 -15.7064 16.4595
H -0.3010 -16.4768 18.1350
H -0.6804 -14.7788 17.7063
H -1.5484 -17.0035 15.7365
H -1.9332 -15.3235 15.8201
H -3.5446 -16.4367 16.5609
H 1.2459 -15.0414 16.8607
```

What are the Mulliken partial charges on each atom? They are as follows, in elementary charge units:
1. O -0.783
2. H 0.396
3. H 0.285
4. O -0.652
5. H 0.305
6. H 0.336
7. O -0.654
8. H 0.292
9. H 0.414
10. C -0.183
11. C -0.394
12. O -0.554
13. O -0.547
14. H 0.383
15. H 0.196
16. H 0.349
17. H 0.195
18. H 0.322
19. H 0.299
20. C -0.289
21. C -0.584
22. O -0.467
23. O -0.535
24. H 0.300
25. H 0.202
26. H 0.334
27. H 0.415
28. H 0.275
29. H 0.346



> Which of these has the highest multiplicity?

C23H33CoN2O4S3